No. 1
A structure of composition C30H42N5RhSb, computed with ωB97M-V/def2-TZVPD.

```
79
Properties=species:S:1:pos:R:3:lowdin_spin:R:1
Rh 0.22307 -1.64006 -0.56858 2.39
C 0.60111 -4.68541 -1.27264 0.01
C -0.82875 -4.47567 -0.75266 0.01
N -0.86162 -3.49465 0.34762 0.13
C -0.25349 -3.94179 1.61814 0.01
C 0.41171 -2.77132 2.32123 0.01
N 1.30597 -2.00472 1.41905 0.11
C 2.60875 -2.63308 1.09263 0.01
C 2.51268 -3.75766 0.06108 0.01
N 1.48974 -3.51949 -0.99701 0.12
H 0.55582 -4.85088 -2.34672 0.00
H 1.04732 -5.57965 -0.84208 0.00
H -1.25427 -5.43511 -0.45214 0.00
H -1.45478 -4.07553 -1.54973 0.00
H -1.82679 -3.22853 0.50845 0.00
H 0.45624 -4.73829 1.40836 0.00
H -1.00468 -4.36765 2.28416 0.00
H 0.95382 -3.11918 3.20288 0.00
H -0.36056 -2.07763 2.65722 0.00
H 1.53010 -1.13346 1.89253 0.00
H 3.07797 -3.02748 1.99669 0.00
H 3.25679 -1.83574 0.72331 0.00
H 2.28758 -4.70094 0.54934 0.00
H 3.49308 -3.88302 -0.39665 0.00
H 1.96366 -3.27025 -1.85651 0.00
C -5.09182 -1.85989 -1.87176 0.00
N -4.10930 -0.75264 -1.85682 0.02
C -4.58122 0.59654 -2.23113 0.00
C -2.87488 -0.96547 -1.54306 0.02
N -1.76357 -1.18276 -1.26465 0.08
H -5.52695 -1.93221 -2.86627 0.00
H -5.87539 -1.66004 -1.14408 0.00
H -4.59800 -2.79610 -1.62865 0.00
H -5.11193 0.53124 -3.17853 0.00
H -3.73331 1.26638 -2.34136 0.00
H -5.25476 0.97625 -1.46487 0.00
C 1.03667 1.55675 3.64234 0.01
C 2.26159 1.70883 2.77240 0.02
C 3.48884 2.03791 3.33364 0.00
C 4.61431 2.23635 2.53998 0.03
C 4.54021 2.11955 1.15659 0.00
C 3.33544 1.78288 0.56319 0.03
C 2.20882 1.59062 1.37407 0.07
Sb 0.31342 1.31392 0.51699 0.44
C -0.62488 3.19354 0.74583 0.09
C 0.17411 4.29674 0.45258 0.02
C -0.35929 5.56085 0.64954 0.01
C -1.64691 5.69093 1.15525 0.00
C -2.41320 4.57034 1.45307 0.00
C -1.91734 3.28376 1.25717 0.00
C -2.75139 2.07428 1.60295 0.02
C 0.75177 0.83113 -1.52637 0.10
C 1.77132 -0.13420 -1.69021 0.02
C 2.19113 -0.50461 -2.96074 0.03
C 1.58091 0.07278 -4.07031 0.03
C 0.56780 1.00297 -3.90193 0.03
C 0.09963 1.37973 -2.63700 0.04
C -1.03756 2.35894 -2.54252 0.00
H 1.30390 1.43746 4.69025 0.00
H 0.43294 0.68436 3.36512 0.01
H 0.39916 2.44325 3.56989 0.00
H 3.56444 2.14789 4.40931 0.00
H 5.55791 2.48923 3.00759 0.00
H 5.41310 2.29837 0.54235 0.00
H 3.27525 1.72178 -0.51469 0.00
H 1.18594 4.18916 0.07604 0.00
H 0.23251 6.43573 0.41456 0.00
H -2.05841 6.67785 1.32533 0.00
H -3.41372 4.69372 1.85144 0.00
H -3.81100 2.32362 1.63221 0.00
H -2.48890 1.67664 2.58730 0.00
H -2.62000 1.27209 0.86609 0.01
H 2.38916 -0.42052 -0.83684 0.01
H 3.01417 -1.19850 -3.08932 0.00
H 1.90380 -0.19823 -5.06788 0.00
H 0.10771 1.45005 -4.77653 0.00
H -1.76470 2.16986 -3.33223 0.00
H -0.67394 3.37989 -2.68456 0.00
H -1.54405 2.32823 -1.57872 0.00
```

As for the spin multiplicity: 5. As for the net charge: +3. The LUMO energy (spin up / spin down) comes out at -7.55 / -11.51 eV. For the total energy, the calculation gives -1791.897106 Ha. The calculation puts the relative energy (zero: lowest compared OMol25 entry of this formula, charge and spin) at 0.00 kcal per mole. The value obtained for the frontier orbital gap (spin up / spin down) is 9.05 / 5.14 eV.

No. 2
A structure of composition C30H43Cl3N5O3PtSi at a distorted geometry, computed with ωB97M-V/def2-TZVPD.

```
86
Properties=species:S:1:pos:R:3:lowdin_spin:R:1
C 4.74833 0.08418 -2.72418 0.01
C 3.54421 0.93480 -2.98241 0.07
H 5.06189 -0.44033 -3.64063 0.00
H 4.58107 -0.72551 -1.99328 0.00
H 5.50129 0.75621 -2.37565 0.00
C 3.58775 2.08498 -3.82636 0.60
C 4.23218 1.97110 -5.11786 0.11
H 2.74577 2.74732 -3.73054 0.03
H 4.34556 0.93268 -5.45712 0.01
H 5.23023 2.39514 -5.03023 0.03
H 3.70954 2.54216 -5.88516 0.01
Pt -0.19692 -1.02699 0.63204 0.59
Cl 1.17192 0.06614 2.23396 0.14
Cl 0.34366 -4.98798 1.01320 0.01
H -3.72102 -3.32294 4.25266 0.00
H -1.63140 -3.30196 5.70993 0.00
C -3.18989 -3.12711 3.31873 0.00
C -1.12618 -3.59706 4.77340 0.00
N -1.78685 -2.91796 3.64898 0.00
H -3.57278 -2.24764 2.79694 0.00
C -1.06032 -2.20908 2.79295 0.00
O -1.64580 -1.64254 1.79908 0.03
H -0.08238 -3.25084 4.78139 0.00
H 0.01205 -2.12884 2.94994 0.00
H -3.28182 -3.99637 2.64242 0.00
H -1.16508 -4.68995 4.61041 0.00
H 1.15593 -1.86376 -3.46074 0.00
H -0.05508 0.78549 -4.65979 0.00
C 0.14328 -2.02892 -3.86250 0.00
C -0.88739 0.06850 -4.62854 0.00
N -0.70948 -0.89203 -3.53973 0.03
H -0.29296 -2.95443 -3.48203 0.00
C -1.40770 -0.77244 -2.40009 0.06
O -1.31428 -1.50833 -1.36729 0.04
H -1.83144 0.61009 -4.48862 0.00
H -2.15314 0.04189 -2.45208 0.00
H 0.18960 -2.09014 -4.95501 0.00
H -0.90719 -0.46591 -5.58381 0.00
O 2.39060 0.13517 -3.08567 0.10
C 2.47311 1.13953 -1.91332 0.02
C 0.57899 2.75852 -2.40705 0.00
C 1.56262 2.28703 -1.55076 0.00
H 0.31544 2.13749 -3.27466 0.00
C -0.09101 3.95538 -2.14648 0.00
H 2.75212 0.67040 -0.93349 0.00
C 1.69287 2.96301 -0.28449 0.00
H -0.80432 4.28287 -2.88859 0.00
C 0.14400 4.68634 -1.00093 0.00
C 1.01935 4.16738 -0.05839 0.00
H 2.29400 2.55108 0.53769 0.00
H -0.35871 5.63100 -0.87740 0.00
H 1.19111 4.72531 0.85425 0.00
Si 1.84546 -4.19326 -0.26301 0.01
Cl 1.37157 -0.76620 -0.78375 0.06
C 0.67182 -4.32986 -1.76999 0.00
C 2.71894 -3.43329 1.31606 0.00
C 3.29678 -5.22843 -0.78899 0.00
H -0.23193 -3.70284 -1.65665 0.00
H 0.34941 -5.38806 -1.79704 0.00
H 1.18505 -4.13322 -2.71846 0.00
H 3.31761 -5.35024 -1.87345 0.00
H 3.15657 -6.19560 -0.30159 0.00
H 4.23910 -4.78115 -0.45532 0.00
H 2.15934 -2.61417 1.79874 0.00
H 3.74941 -3.10654 1.09470 0.00
H 2.81491 -4.27556 2.04054 0.00
N -5.63542 4.35385 7.62012 0.00
C -5.05048 4.05132 6.64007 0.00
C -4.33068 3.67936 5.45703 0.00
C -3.22568 2.81389 5.55697 0.00
C -2.54306 2.44833 4.39297 0.00
C -2.97067 2.90279 3.14107 0.00
C -4.04324 3.79529 3.03552 0.00
C -4.73347 4.17682 4.20073 0.00
N -2.45523 2.30714 1.99775 0.00
C -2.78089 2.53720 0.66780 0.00
C -2.10419 1.57701 -0.06517 0.00
N -1.43061 0.75388 0.82460 0.00
C -1.59318 1.25850 2.03579 0.00
H -2.91488 2.42277 6.53060 0.00
H -1.70542 1.76686 4.50528 0.00
H -4.37968 4.15182 2.06072 0.00
H -5.61175 4.85847 4.13530 0.00
H -3.40181 3.33458 0.33115 0.00
H -2.08333 1.44620 -1.10426 0.00
H -1.09570 0.94018 2.91115 0.00
```

As for the spin multiplicity: 3. As for the net charge: -1. The LUMO energy (spin up / spin down) comes out at 1.97 / 1.97 eV. For the total energy, the calculation gives -3457.684739 Ha. The calculation puts the relative energy (zero: lowest compared OMol25 entry of this formula, charge and spin) at 121.56 kcal per mole. The value obtained for the frontier orbital gap (spin up / spin down) is 3.40 / 3.88 eV.

No. 3
A structure of composition C30H43F4Sn at a distorted geometry, computed with ωB97M-V/def2-TZVPD.

```
78
Properties=species:S:1:pos:R:3:lowdin_charge:R:1
C -6.88885 0.24908 1.11621 -0.12
C -5.54189 0.89611 1.43924 -0.28
C -4.61819 0.95389 0.21454 -0.32
C -3.22813 1.55240 0.49867 -0.30
Sn -1.63261 0.11849 0.18123 1.29
C -1.98037 -1.58121 1.47162 -0.31
C -2.00393 -1.18734 2.94679 -0.33
C -2.21575 -2.38737 3.87961 -0.28
C -2.21592 -1.96015 5.34312 -0.13
C -1.71432 -0.46188 -1.90394 -0.29
C -1.58060 0.72396 -2.87114 -0.32
C -2.80186 0.95710 -3.76539 -0.28
C -2.60512 2.18382 -4.65412 -0.12
C 0.28474 1.08188 0.73939 -0.26
C 0.51958 2.21139 -0.16964 -0.21
C 1.15077 2.11995 -1.36685 -0.37
C 1.25012 3.34230 -2.23320 -0.08
C 1.75229 0.83956 -1.85721 -0.06
H -7.53585 0.24824 1.99669 0.06
H -7.40593 0.79695 0.32200 0.07
H -6.76315 -0.78856 0.78950 0.07
H -5.70084 1.92094 1.79929 0.11
H -5.05173 0.34789 2.25754 0.10
H -4.52839 -0.06149 -0.20771 0.09
H -5.11229 1.54598 -0.57460 0.10
H -3.00258 2.37903 -0.18657 0.04
H -3.11346 1.90119 1.53315 0.05
H -2.93059 -2.03100 1.15604 0.05
H -1.16403 -2.28081 1.25154 0.05
H -1.05934 -0.69180 3.22077 0.11
H -2.79634 -0.44408 3.13463 0.09
H -3.16545 -2.87428 3.62706 0.11
H -1.42063 -3.12137 3.70092 0.11
H -2.36395 -2.81784 6.00213 0.06
H -1.26495 -1.48944 5.60986 0.07
H -3.01680 -1.24104 5.53944 0.07
H -0.90458 -1.19011 -2.03715 0.04
H -2.67930 -0.97737 -1.99811 0.04
H -1.36951 1.65283 -2.31617 0.08
H -0.69029 0.57997 -3.50629 0.11
H -2.95634 0.06160 -4.38146 0.11
H -3.70179 1.07863 -3.14531 0.10
H -3.45390 2.31456 -5.32919 0.06
H -2.50910 3.09544 -4.05344 0.07
H -1.70240 2.08330 -5.26670 0.07
H 0.05743 1.38962 1.76865 0.04
H 1.01728 0.25681 0.71033 0.06
H 0.15254 3.18412 0.17020 0.11
H 1.75654 3.10428 -3.17835 0.07
H 0.25048 3.75486 -2.46545 0.07
H 1.81858 4.14282 -1.73050 0.08
H 2.15055 0.97245 -2.87771 0.08
H 2.58775 0.51657 -1.21423 0.07
H 1.01556 0.01412 -1.88180 0.07
F 5.20419 -0.26309 4.18270 0.01
C 5.42724 0.27185 2.92669 -0.28
C 6.08584 1.48725 2.85025 0.00
C 6.29554 1.98019 1.55781 -0.28
F 6.94917 3.18308 1.43037 0.01
C 5.88310 1.32170 0.40899 0.00
C 5.20235 0.06080 0.49840 -0.23
C 4.78712 -0.56658 -0.71623 -0.11
C 4.18185 -1.83383 -0.98662 -0.24
C 3.97442 -2.20290 -2.35906 -0.01
C 3.36306 -3.40700 -2.67793 -0.28
F 3.16162 -3.71275 -4.00292 0.01
C 2.92492 -4.32945 -1.72232 0.00
C 3.12308 -3.96181 -0.40260 -0.28
F 2.68574 -4.83016 0.58130 0.01
C 3.73038 -2.77816 -0.01461 0.01
C 4.99035 -0.43968 1.82027 0.01
H 6.42447 2.02057 3.72949 0.11
H 6.07641 1.75199 -0.57901 0.11
H 5.03708 0.00852 -1.62021 0.09
H 4.30716 -1.52321 -3.15054 0.11
H 2.46276 -5.26882 -2.00146 0.11
H 3.86405 -2.56416 1.04085 0.08
H 4.48492 -1.38928 1.95845 0.08
```

As for the net charge: -1. The LUMO energy comes out at 2.32 eV. For the total energy, the calculation gives -1782.661745 Ha. The calculation puts the relative energy (zero: lowest compared OMol25 entry of this formula, charge and spin) at 0.00 kcal per mole. The value obtained for the frontier orbital gap is 5.15 eV.

Which formula does entry 2 have?
C30H43Cl3N5O3PtSi